Record 1
Molecular formula: C6H13N2
Method: DFT, wB97M-V/def2-TZVPD

Structure (XYZ):
```
21
Properties=species:S:1:pos:R:3:forces:R:3:mulliken_charge:R:1
C -0.56251 -1.17806 0.81263 1.41 1.77 2.70 -0.86
C -1.79051 -0.27752 0.53657 -1.92 -0.99 0.12 0.16
C -1.82924 0.23301 -0.77920 0.34 -0.09 -3.85 -0.68
C 0.68916 -0.48251 -1.03259 -0.20 -1.11 0.24 0.34
C 1.63759 0.31115 -1.90619 -0.54 -0.44 0.86 -1.07
C 1.48267 0.04835 1.36322 1.40 0.85 0.44 -0.97
N 0.62198 -0.51052 0.28897 0.22 -0.05 0.88 -0.12
N -1.55504 1.17265 0.26002 -1.20 1.15 2.73 -0.11
H -0.22890 -1.22915 1.89238 -1.59 -0.86 -1.06 0.39
H -0.71003 -2.11262 0.34439 -0.34 -1.11 -0.27 0.38
H -2.79945 -0.49738 0.98066 1.47 0.13 0.29 0.40
H -2.72439 0.39387 -1.44187 1.06 -0.11 1.14 0.24
H 0.16414 -1.39056 -1.33508 0.15 0.77 -1.17 0.35
H 2.50748 0.65252 -1.30790 -0.35 -0.30 -0.64 0.32
H 1.01228 1.16378 -2.11641 0.10 0.75 -0.40 0.31
H 1.87530 -0.16267 -2.88687 -0.06 0.13 1.08 0.32
H 2.42771 -0.59082 1.58508 -1.44 1.15 -0.96 0.29
H 1.72633 1.12874 1.12646 0.17 -1.33 0.35 0.38
H 0.96332 0.02959 2.36295 0.20 0.22 -1.32 0.39
H -2.26092 1.80620 0.69097 0.35 -0.64 -0.55 0.33
H -0.64698 1.49197 0.56182 0.75 0.11 -0.63 0.19
```
Forces are in eV/Å.

Calculated values
DFT total energy in eV: -9402.023
Charge: +1

=====

Record 2
Molecular formula: C6H13N2
Method: DFT, wB97M-V/def2-TZVPD

Structure (XYZ):
```
21
Properties=species:S:1:pos:R:3:forces:R:3:mulliken_charge:R:1
C 1.49469 0.19682 -0.10585 -6.23 2.47 -0.43 0.55
C -2.45227 -0.17497 0.18075 -0.03 1.70 -2.21 -0.68
C -1.88186 1.20006 0.19951 -0.28 0.82 -1.52 -0.42
C -1.11078 0.09924 -0.54269 -0.66 -1.45 5.90 -0.32
C 1.60017 1.56238 -0.59747 0.17 -0.22 2.23 -1.24
C -0.06196 -1.87213 0.59211 -2.74 -1.18 2.80 -1.06
N -0.04970 -0.48244 0.29553 2.61 2.40 -3.83 0.19
N 2.47193 -0.58215 -0.02455 4.66 -6.82 1.23 -0.34
H -2.50857 -0.52370 1.18560 0.25 -1.17 0.21 0.35
H -3.24048 -0.37862 -0.54326 -0.21 0.11 0.67 0.27
H -2.23410 2.10402 -0.29888 -0.25 -0.74 -0.72 0.28
H -1.33422 1.56925 0.99452 0.61 0.08 2.25 0.29
H -0.94880 0.30342 -1.53179 0.59 -0.14 -2.48 0.57
H 0.83530 1.80755 -1.23081 -1.60 0.85 -2.22 0.32
H 2.58658 1.87088 -0.91283 0.16 -0.47 -0.50 0.37
H 1.42219 2.13978 0.27181 -0.17 1.49 0.95 0.34
H 0.58073 -2.37221 -0.09320 0.85 -0.59 -0.23 0.46
H 0.12708 -2.04729 1.70701 0.66 0.20 -1.52 0.33
H -1.09543 -2.38965 0.51760 1.45 1.38 -0.40 0.40
H 3.44491 -0.45487 -0.18521 0.38 1.22 -0.23 0.22
H 2.35460 -1.57538 0.12210 -0.22 0.08 0.04 0.10
```
Forces are in eV/Å.

Calculated values
DFT total energy in eV: -9399.552
Charge: +1
Spin multiplicity: 3